Entry 1:
DFT (the ωB97M-V functional and the def2-TZVPD basis) results for C27H39N3O5PPdS as an isolated structure.

XYZ file:
```
77
Properties=species:S:1:pos:R:3:lowdin_spin:R:1
Pd -0.58322 -0.63359 -1.26666 1.332
C 2.93091 -3.55486 -1.99329 0.004
N 1.59491 -3.88501 -1.51773 0.018
C 1.29590 -4.77465 -0.50780 0.006
C -0.02412 -4.68851 -0.26864 0.009
N -0.52959 -3.74284 -1.14858 0.012
C 0.49104 -3.23790 -1.89911 0.019
S 0.39878 -2.00157 -3.07483 0.219
C -1.89550 -3.37683 -1.22889 0.008
C -2.86965 -4.35496 -1.14222 0.006
C -4.19672 -3.96568 -1.20635 -0.005
C -4.49873 -2.62606 -1.38412 0.006
C -3.46107 -1.71945 -1.48144 0.008
N -2.18480 -2.09009 -1.38616 0.125
H 3.64636 -4.15244 -1.43634 0.000
H 3.10811 -2.49717 -1.80922 0.001
H 3.01680 -3.77105 -3.05499 0.002
H 2.05472 -5.36886 -0.03186 0.000
H -0.64434 -5.17658 0.46063 0.000
H -2.58612 -5.39374 -1.05135 0.001
H -4.98272 -4.70518 -1.13816 0.000
H -5.51980 -2.28029 -1.45260 0.001
H -3.63367 -0.66336 -1.63864 0.002
C 1.62253 2.75010 1.72401 0.000
C 1.90621 1.40478 1.07862 0.000
C 2.12619 1.56606 -0.42138 0.004
C 3.08919 0.71531 1.74097 0.001
O 0.67385 0.64696 1.27087 0.004
P 0.49584 -0.94826 1.19270 0.004
O 1.25202 -1.46196 -0.02280 0.097
O -0.98963 -1.14294 1.06941 0.041
O 1.14389 -1.58580 2.47670 0.003
C 0.51573 -1.68875 3.80331 0.001
C 1.67340 -2.00831 4.73111 0.000
C -0.14520 -0.37181 4.18154 0.000
C -0.48970 -2.82887 3.75879 0.000
H 2.46422 3.42705 1.57100 0.000
H 1.45931 2.63316 2.79567 0.000
H 0.72921 3.19424 1.28089 0.000
H 3.03786 2.13375 -0.61604 0.000
H 1.28787 2.11575 -0.85647 0.001
H 2.21922 0.58897 -0.89808 0.002
H 3.98182 1.32961 1.61576 0.000
H 3.27835 -0.26048 1.29312 0.000
H 2.91106 0.58259 2.80817 0.000
H 2.39234 -1.18874 4.74354 0.000
H 2.18244 -2.91475 4.40328 0.000
H 1.30631 -2.16271 5.74617 0.000
H 0.58778 0.43542 4.20590 0.000
H -0.58431 -0.46453 5.17556 0.000
H -0.93679 -0.11252 3.47862 0.000
H 0.01211 -3.75951 3.48815 0.000
H -1.27420 -2.61476 3.03374 0.000
H -0.94354 -2.95807 4.74225 0.000
C -0.45655 6.46676 -0.49422 0.002
C -0.62620 5.14516 -1.18128 0.011
C 0.16114 4.80211 -2.27542 -0.001
C 0.03921 3.57469 -2.90034 0.008
C 0.94637 3.26790 -4.06514 0.001
C -0.92372 2.65523 -2.41744 0.005
C -0.98493 1.35978 -3.05958 0.017
O -1.81255 0.46188 -2.84484 0.012
C -1.73518 2.98820 -1.30289 0.008
C -2.75698 2.05729 -0.71310 0.001
C -1.56406 4.22768 -0.71441 -0.001
H 0.09675 7.17047 -1.11317 0.000
H 0.09448 6.33449 0.43982 0.001
H -1.42211 6.90472 -0.24263 0.000
H 0.88881 5.51406 -2.64645 0.000
H 1.54868 4.14206 -4.30231 0.000
H 0.39172 2.99608 -4.96315 0.000
H 1.63331 2.45034 -3.83467 0.000
H -0.18868 1.14722 -3.78745 0.001
H -3.55137 1.83897 -1.42756 0.000
H -3.19869 2.50873 0.17318 0.000
H -2.31691 1.10602 -0.40516 0.001
H -2.17538 4.48986 0.14150 0.000
```

Output
- <S²> = 2.009
- net charge = +1
- spin multiplicity = 3
- ΔE to the lowest compared entry with this formula, charge and spin (kcal/mol) = 0.7
- HOMO (spin up / spin down) (eV) = -11.071 / -11.395



Entry 2:
DFT (the ωB97M-V functional and the def2-TZVPD basis) results for C21H31N5O3 in the gas phase.

XYZ file:
```
60
Properties=species:S:1:pos:R:3:nbo_charge:R:1
C -0.14701 5.64399 -3.15631 -0.599
C -1.41204 5.77295 -2.31464 -0.394
C -1.92144 4.42945 -1.78010 -0.214
C -3.22463 3.91817 -2.40028 -0.400
C -3.60061 2.76448 -1.47715 -0.411
C -3.32368 3.31973 -0.05986 0.148
O -4.49624 3.88530 0.48701 -0.724
C -2.86301 2.21622 0.89394 0.677
O -3.56964 1.87900 1.83676 -0.658
N -1.67156 1.64133 0.64346 -0.611
C -1.14733 0.58715 1.49250 -0.232
C -0.63052 1.14816 2.81524 -0.233
N -0.18871 0.08813 3.70850 -0.423
C 1.01676 -0.46029 3.43278 0.671
O 1.72036 -0.06838 2.51140 -0.629
C 1.51276 -1.59574 4.28438 -0.069
C 2.70889 -1.48455 4.97554 -0.242
C 3.22416 -2.56890 5.69257 0.038
N 2.64953 -3.76720 5.76320 -0.433
C 1.51846 -3.84880 5.08273 0.308
C 0.89221 -2.83912 4.33820 0.054
N -0.28193 -3.31446 3.78023 -0.470
C -0.33522 -4.55784 4.16890 0.238
N 0.70684 -4.95235 4.95666 -0.357
C 0.95070 -6.25856 5.52984 -0.401
C -1.02441 -0.24239 4.86892 -0.032
C -2.43043 -0.64029 4.43896 -0.635
C -1.03607 0.90672 5.87430 -0.617
C -2.27097 4.43362 -0.28356 -0.414
H 0.18186 6.61119 -3.53787 0.210
H 0.66914 5.22209 -2.56652 0.200
H -0.31069 4.98626 -4.01292 0.200
H -1.20731 6.44503 -1.47695 0.201
H -2.20094 6.25340 -2.89938 0.203
H -1.15040 3.66591 -1.95660 0.180
H -3.98253 4.70521 -2.33408 0.206
H -3.12567 3.62863 -3.44727 0.212
H -4.63160 2.42430 -1.55488 0.232
H -2.94675 1.91228 -1.68668 0.198
H -4.75035 3.29422 1.21722 0.497
H -1.11011 1.99203 -0.11322 0.403
H -1.94044 -0.13480 1.68781 0.215
H -0.34121 0.08061 0.96630 0.226
H 0.19986 1.82854 2.62156 0.220
H -1.42932 1.70561 3.29945 0.219
H 3.25966 -0.55420 4.94998 0.231
H 4.15476 -2.45660 6.23614 0.196
H -1.12580 -5.24894 3.91504 0.199
H 0.07991 -6.88605 5.35483 0.212
H 1.82657 -6.71895 5.07480 0.215
H 1.12109 -6.16727 6.60085 0.221
H -0.56383 -1.10080 5.35226 0.217
H -3.02343 -0.89439 5.31888 0.212
H -2.94168 0.17399 3.92008 0.224
H -2.39128 -1.51167 3.78594 0.233
H -1.58501 0.60933 6.76888 0.215
H -0.02089 1.17632 6.16887 0.213
H -1.52715 1.79332 5.46982 0.208
H -1.39409 4.34060 0.36064 0.212
H -2.76338 5.37185 -0.02302 0.234
```

Output
- structure (SMILES) = CC[C@@H]1CC[C@@](O)(C(=O)NCCN(C(=O)c2ccnc3c2ncn3C)C(C)C)C1
- ΔE to the lowest compared entry with this formula, charge and spin (kcal/mol) = 3.1
- HOMO (eV) = -9.117



Entry 3:
DFT (the ωB97M-V functional and the def2-TZVPD basis) results for C13H11Br3F2 as an isolated structure at a distorted geometry.

XYZ file:
```
29
Properties=species:S:1:pos:R:3:nbo_charge:R:1
C -12.69660 0.98257 -10.11719 -0.532
Br -13.01169 0.77188 -8.23442 0.104
Br -11.01049 0.32728 -10.67082 0.100
Br -13.16699 2.69332 -10.80754 0.105
H -13.42697 0.34002 -10.60786 0.227
F -9.55503 2.69538 -6.23327 -0.302
C -10.00299 1.51961 -5.92707 0.404
C -10.83528 1.43087 -4.85948 -0.294
C -11.27180 0.18193 -4.52886 -0.195
C -10.92003 -0.98456 -5.12998 -0.235
C -10.28318 -0.86290 -6.33443 -0.187
C -9.75468 0.35427 -6.67064 -0.290
H -11.11567 2.31064 -4.24172 0.231
H -11.88129 0.12495 -3.59967 0.209
H -11.13468 -1.95742 -4.66682 0.221
H -10.02275 -1.65434 -6.95232 0.213
H -9.08380 0.37196 -7.52327 0.224
F -15.77035 -1.03617 -13.89173 -0.320
C -15.07756 0.05794 -14.14774 0.407
C -15.68959 1.14386 -14.71849 -0.300
C -14.87223 2.31144 -14.81964 -0.175
C -13.52220 2.32398 -14.52724 -0.248
C -12.97311 1.11121 -14.09423 -0.169
C -13.75469 0.00677 -13.82257 -0.315
H -16.73347 1.14176 -14.90101 0.232
H -15.28586 3.23266 -15.22730 0.213
H -12.90817 3.22822 -14.67840 0.225
H -11.90091 1.00389 -14.06081 0.216
H -13.29025 -0.89981 -13.52926 0.230
```

Output
- ΔE to the lowest compared entry with this formula, charge and spin (kcal/mol) = 13.4
- HOMO (eV) = -9.148



Entry 4:
DFT (the ωB97M-V functional and the def2-TZVPD basis) results for CN2O3S in the gas phase at a distorted geometry.

XYZ file:
```
7
Properties=species:S:1:pos:R:3:nbo_charge:R:1
C -0.54414 -1.25895 0.17924 -0.096
N -1.39474 -1.97548 -0.15567 -0.170
N -0.06423 1.26106 -0.06036 0.398
O -0.94315 1.46420 0.75960 -0.344
O 0.25713 1.81763 -1.08053 -0.282
O 1.84149 -0.91991 -0.27590 -0.830
S 0.84765 -0.38855 0.63362 1.324
```

Output
- ΔE to the lowest compared entry with this formula, charge and spin (kcal/mol) = 26.3
- HOMO (eV) = -11.022